[1]
The following is a quantum chemistry calculation of C13H24BCl3GeOSi as an isolated structure at a distorted geometry, from the Open Molecules 2025 dataset.

The geometry in XYZ format:
```
44
C13H24BCl3GeOSi (ωB97M-V with the def2-TZVPD basis set)
Cl 1.7588 1.2174 -3.1063
B 0.9326 -0.4032 -2.7425
Cl 0.4653 -1.2380 -4.3419
Cl 2.0069 -1.5719 -1.7137
O -0.3037 -0.0960 -1.9528
C -1.2527 -0.8914 -1.6033
C -2.4837 -0.9325 -2.3526
C -2.9969 -2.1929 -2.7359
C -4.0868 -2.2663 -3.6010
C -4.7433 -1.0960 -4.0182
C -4.2620 0.1568 -3.5910
C -3.1293 0.2529 -2.7872
H -1.0700 -1.6052 -0.7791
H -2.4736 -3.0755 -2.3610
H -4.3944 -3.2468 -3.9738
H -5.6071 -1.1676 -4.6853
H -4.7616 1.0672 -3.9313
H -2.7057 1.2065 -2.4550
C -0.8245 2.8199 2.1183
Si -0.1572 1.0690 2.2612
C -1.1343 0.0485 3.4916
H -0.3690 0.4118 0.8955
C 1.6663 1.1697 2.8623
Ge 2.8521 0.1316 1.6868
C 4.7575 0.3249 2.1260
C 2.3903 -1.7773 1.8503
C 2.7244 1.0899 -0.0247
H -0.7003 3.3949 3.0472
H -0.3111 3.3629 1.3126
H -1.8967 2.8028 1.8771
H -1.0683 0.4575 4.5096
H -2.1961 0.0200 3.2110
H -0.7672 -0.9864 3.5171
H 2.0017 2.2207 2.8560
H 1.7745 0.8211 3.9029
H 5.3657 -0.1594 1.3463
H 5.0160 1.3923 2.1666
H 4.9735 -0.1423 3.0955
H 3.1086 -2.3943 1.2944
H 2.4443 -2.0541 2.9131
H 1.3822 -1.9880 1.4807
H 3.4167 0.6776 -0.7680
H 1.7065 1.0147 -0.4175
H 2.9517 2.1547 0.1198
```

## Properties
2S+1 ... 1
LUMO energy ... -2.29 eV
Maximum force ... 3.19 eV/A
HOMO-LUMO gap ... 6.96 eV

[2]
The following is a quantum chemistry calculation of a 2-piece molecular cluster, C13H24BFNO2Si overall at a distorted geometry, from the Open Molecules 2025 dataset.

The geometry in XYZ format:
```
43
C13H24BFNO2Si (ωB97M-V with the def2-TZVPD basis set)
C -3.3648 -2.1247 1.9016
C -4.1600 -3.0573 0.9813
B -4.2498 -2.5447 -0.5547
O -5.5242 -2.8883 -1.1925
N -3.2289 -1.9358 -1.2448
C -2.8972 -0.5861 -0.9006
C -1.3693 -0.3390 -0.5988
O -0.5887 -1.5148 -0.8316
Si 0.8085 -1.6949 0.0300
C 1.4705 -0.1051 0.7860
C 2.1105 -2.3591 -1.1831
C 0.5995 -2.9984 1.3658
H -3.3562 -2.4963 2.9268
H -2.3573 -1.9865 1.5175
H -3.8157 -1.1358 1.9344
H -5.1623 -3.1583 1.4043
H -3.7056 -4.0485 1.0414
H -5.4274 -3.7891 -1.5497
H -3.1601 0.1066 -1.7163
H -3.4626 -0.2260 -0.0305
H -0.9989 0.4185 -1.2917
H -1.2715 0.0155 0.4291
H 2.5031 -0.2718 1.0883
H 1.4846 0.7319 0.0961
H 0.9028 0.1601 1.6712
H 1.7250 -2.4132 -2.1937
H 2.9747 -1.7013 -1.1535
H 2.4260 -3.3485 -0.8635
H 1.5731 -3.3387 1.7086
H 0.0737 -3.8410 0.9208
H 0.0088 -2.6688 2.2146
F 2.2179 3.0942 1.3931
C 2.7533 3.8465 0.4185
C 1.9970 4.1202 -0.7040
C 2.5516 4.8980 -1.7090
C 3.8467 5.3831 -1.5850
C 4.5896 5.0918 -0.4495
C 4.0422 4.3203 0.5650
H 0.9930 3.7247 -0.7837
H 1.9702 5.1242 -2.5924
H 4.2761 5.9863 -2.3737
H 5.6005 5.4647 -0.3525
H 4.6015 4.0853 1.4605
```

## Properties
2S+1 ... 1
LUMO energy ... 2.43 eV
Total charge ... -1
Maximum force ... 1.22 eV/A
HOMO-LUMO gap ... 4.45 eV

Energy relative to the best compared isomer or geometry (same formula, charge and spin) values, unit eV, following the record order: 0.890, 0.474.